*w*
A cluster of 2 separate species, C5H11NO in total. Source: the Open Molecules 2025 dataset; level of theory: ωB97M-V/def2-TZVPD.

## Properties
spin multiplicity	1
HOMO energy	-8.7	eV
total charge	0

XYZ file:
```
18
Properties=species:S:1:pos:R:3:nbo_charge:R:1
C 1.238 -0.087 1.772 -0.617
C -0.268 -0.246 1.757 -0.399
C -1.018 0.825 1.146 -0.058
N -0.334 1.047 -0.750 -0.767
C -0.419 -0.169 -1.311 0.641
O -0.648 -1.179 -0.640 -0.711
C -0.297 -0.357 -2.826 -0.708
H 1.678 -0.555 2.656 0.215
H 1.664 -0.559 0.878 0.237
H 1.505 0.975 1.738 0.206
H -0.633 -1.267 1.613 0.264
H -0.835 0.223 2.678 0.224
H -2.093 0.613 1.109 0.225
H -0.722 1.812 1.472 0.202
H -0.080 1.767 -1.449 0.381
H 0.279 -1.269 -3.009 0.234
H 0.156 0.478 -3.366 0.200
H -1.301 -0.530 -3.235 0.232
```

*x*
An isolated molecule of C5H11NO. Source: the Open Molecules 2025 dataset; level of theory: ωB97M-V/def2-TZVPD.

## Properties
spin multiplicity	1
HOMO energy	-9.5	eV
total charge	0
SMILES string	C[C@H]1CN1CCO

XYZ file:
```
18
Properties=species:S:1:pos:R:3:nbo_charge:R:1
C -2.168 -0.318 0.275 -0.616
C -0.978 0.605 0.220 -0.079
C -0.281 1.098 1.437 -0.249
N 0.309 0.060 0.618 -0.439
C 1.465 0.398 -0.203 -0.250
C 1.550 -0.697 -1.264 -0.077
O 1.469 -1.990 -0.683 -0.728
H -2.188 -0.973 -0.604 0.216
H -3.104 0.250 0.298 0.214
H -2.123 -0.948 1.168 0.216
H -0.957 1.287 -0.635 0.189
H -0.618 0.784 2.423 0.202
H 0.167 2.090 1.398 0.193
H 1.391 1.404 -0.658 0.175
H 2.350 0.381 0.442 0.203
H 0.757 -0.538 -2.024 0.153
H 2.537 -0.861 -1.699 0.196
H 0.919 -1.878 0.100 0.479
```

*y*
A cluster of 2 separate species, C5H11NO in total. Source: the Open Molecules 2025 dataset; level of theory: ωB97M-V/def2-TZVPD.

## Properties
spin multiplicity	1
HOMO energy	-10.0	eV
total charge	0
SMILES string	CC/C=N/C=O.C

XYZ file:
```
18
Properties=species:S:1:pos:R:3:nbo_charge:R:1
C -2.002 -1.272 -1.172 -0.597
C -1.240 -0.552 -0.049 -0.472
C -0.112 0.200 -0.677 0.217
N 1.079 -0.247 -0.698 -0.507
C 1.996 0.463 -1.490 0.527
O 1.768 0.871 -2.605 -0.544
H -1.391 -2.081 -1.582 0.217
H -2.942 -1.694 -0.805 0.218
H -2.237 -0.582 -1.991 0.209
H -1.906 0.143 0.477 0.216
H -0.845 -1.271 0.674 0.227
H -0.368 1.133 -1.200 0.171
H 2.982 0.573 -1.010 0.119
C 1.046 0.863 2.428 -0.854
H -0.031 0.707 2.325 0.205
H 1.286 1.027 3.480 0.214
H 1.573 -0.016 2.052 0.223
H 1.343 1.737 1.843 0.210
```

*z*
An isolated molecule of C5H11NO. Source: the Open Molecules 2025 dataset; level of theory: ωB97M-V/def2-TZVPD.

## Properties
spin multiplicity	1
HOMO energy	-9.0	eV
total charge	0
SMILES string	C=CC[C@H](N)CO

XYZ file:
```
18
Properties=species:S:1:pos:R:3:nbo_charge:R:1
C -2.183 2.225 -0.307 -0.414
C -1.460 1.180 -0.686 -0.148
C -0.769 0.233 0.315 -0.464
C 0.446 -0.334 -0.416 -0.074
N 0.310 -1.459 -1.278 -0.871
C 1.718 -0.482 0.422 -0.057
O 1.490 -1.012 1.749 -0.740
H -2.949 2.700 -0.893 0.202
H -2.123 2.494 0.734 0.182
H -1.459 0.876 -1.730 0.183
H -1.491 -0.554 0.508 0.224
H -0.697 0.769 1.245 0.226
H 0.908 0.504 -1.037 0.196
H 0.279 -2.385 -0.892 0.378
H -0.099 -1.347 -2.186 0.379
H 2.422 -1.096 -0.157 0.172
H 2.320 0.419 0.666 0.159
H 2.308 -0.868 2.246 0.465
```

Going by the computed energies, the most stable comes first: *y*, *x*, *z*, *w*.

*w*
An isolated molecule of C5H13NO. Source: the Open Molecules 2025 dataset; level of theory: ωB97M-V/def2-TZVPD.

## Properties
spin multiplicity	1
HOMO energy	-8.3	eV
total charge	0
SMILES string	CC(C)ON(C)C

XYZ file:
```
20
Properties=species:S:1:pos:R:3:nbo_charge:R:1
C -2.465 0.077 -0.477 -0.614
C -0.984 0.360 -0.223 0.080
C -0.801 0.832 1.216 -0.640
O -0.309 -0.882 -0.461 -0.410
N 1.135 -0.858 -0.663 -0.154
C 1.743 -1.413 0.537 -0.427
C 1.715 0.412 -1.075 -0.448
H -2.616 -0.272 -1.504 0.218
H -2.830 -0.720 0.182 0.212
H -3.077 0.970 -0.320 0.209
H -0.675 1.132 -0.934 0.169
H -1.476 1.662 1.450 0.211
H 0.220 1.181 1.394 0.203
H -0.984 0.017 1.924 0.216
H 1.290 -2.381 0.780 0.215
H 2.811 -1.594 0.378 0.201
H 1.630 -0.756 1.405 0.164
H 2.776 0.273 -1.312 0.219
H 1.244 0.778 -1.992 0.210
H 1.655 1.185 -0.305 0.166
```

*x*
An isolated molecule of C5H13NO. Source: the Open Molecules 2025 dataset; level of theory: ωB97M-V/def2-TZVPD.

## Properties
spin multiplicity	1
HOMO energy	-9.2	eV
total charge	0
SMILES string	CCCCNCO

XYZ file:
```
20
Properties=species:S:1:pos:R:3:nbo_charge:R:1
C 1.548 -1.396 2.391 -0.606
C 1.739 -1.402 0.856 -0.412
C 1.702 -0.045 0.156 -0.402
C 0.367 0.216 -0.711 -0.215
N -0.828 0.387 -0.031 -0.627
C -1.774 1.440 -0.735 0.089
O -2.534 0.823 -1.951 -0.801
H 2.183 -0.561 2.964 0.200
H 1.642 -2.409 2.960 0.210
H 0.499 -1.132 2.566 0.205
H 2.696 -1.935 0.675 0.199
H 0.949 -2.022 0.490 0.197
H 2.540 -0.002 -0.440 0.207
H 1.913 0.863 0.837 0.198
H 0.430 1.072 -1.372 0.183
H 0.260 -0.649 -1.402 0.170
H -1.417 -0.410 -0.151 0.365
H -2.583 1.698 0.134 0.182
H -1.091 2.235 -1.017 0.173
H -3.439 1.081 -2.154 0.486
```

*y*
A cluster of 2 separate species, C5H13NO in total. Source: the Open Molecules 2025 dataset; level of theory: ωB97M-V/def2-TZVPD.

## Properties
spin multiplicity	1
HOMO energy	-9.6	eV
total charge	0
SMILES string	CC(N)=O.CCC

XYZ file:
```
20
Properties=species:S:1:pos:R:3:nbo_charge:R:1
C -0.164 -0.762 2.720 -0.699
C 0.752 -0.988 1.530 0.662
N 0.637 -2.057 0.690 -0.803
O 1.697 -0.151 1.386 -0.629
H -1.004 -1.557 2.549 0.199
H -0.603 0.219 2.721 0.249
H 0.308 -1.001 3.765 0.251
H 1.269 -2.288 0.001 0.397
H 0.301 -2.871 1.048 0.375
C -0.829 2.174 -1.133 -0.607
C 0.004 0.909 -0.997 -0.439
C 0.048 0.054 -2.241 -0.620
H -0.326 3.138 -0.891 0.216
H -1.621 2.077 -0.292 0.196
H -1.371 2.235 -2.107 0.206
H 1.131 0.881 -0.577 0.244
H -0.552 0.474 -0.190 0.193
H -0.561 0.477 -3.045 0.198
H 1.005 0.087 -2.691 0.204
H -0.119 -1.052 -2.247 0.207
```

*z*
A cluster of 2 separate species, C5H13NO in total. Source: the Open Molecules 2025 dataset; level of theory: ωB97M-V/def2-TZVPD.

## Properties
spin multiplicity	1
HOMO energy	-9.4	eV
total charge	0
SMILES string	CC(C)=O.CCN

XYZ file:
```
20
Properties=species:S:1:pos:R:3:nbo_charge:R:1
C 3.175 3.315 1.670 -0.727
C 2.507 2.986 0.355 0.602
C 3.239 2.014 -0.540 -0.726
O 1.437 3.478 0.035 -0.554
H 2.566 4.034 2.243 0.234
H 4.169 3.759 1.494 0.228
H 3.300 2.401 2.274 0.240
H 4.231 2.415 -0.809 0.228
H 3.378 1.049 -0.024 0.239
H 2.667 1.838 -1.466 0.233
C -1.739 1.084 2.836 -0.625
C -0.216 1.215 2.830 -0.218
N 0.477 0.437 1.802 -0.841
H -2.153 1.416 1.869 0.204
H -2.181 1.699 3.638 0.210
H -2.029 0.032 3.000 0.197
H 0.060 2.277 2.684 0.191
H 0.184 0.896 3.812 0.181
H 0.138 0.709 0.873 0.356
H 0.251 -0.558 1.907 0.348
```

Going by the computed energies, the most stable comes first: *z*, *y*, *w*, *x*.

*w*
An isolated molecule of C2H3NO2S. Source: the Open Molecules 2025 dataset; level of theory: ωB97M-V/def2-TZVPD.

## Properties
spin multiplicity	1
HOMO energy (alpha / beta)	-9.5 / -9.5	eV
total charge	0
SMILES string	O=NOCC=S

XYZ file:
```
9
Properties=species:S:1:pos:R:3:nbo_charge:R:1
O 2.590 -0.754 0.485 -0.340
N 2.547 0.023 -0.457 0.379
O 1.403 0.661 -0.732 -0.321
C 0.242 0.135 0.039 -0.241
C -1.056 0.625 -0.359 -0.255
S -2.511 -0.142 -0.033 0.069
H 0.486 0.340 1.102 0.249
H 0.368 -0.973 0.025 0.242
H -1.127 1.665 -0.718 0.218
```

*x*
An isolated molecule of C2H3NO2S. Source: the Open Molecules 2025 dataset; level of theory: ωB97M-V/def2-TZVPD.

## Properties
spin multiplicity	1
HOMO energy	-9.5	eV
total charge	0
SMILES string	O=C(O)/C=N/S

XYZ file:
```
9
Properties=species:S:1:pos:R:3:nbo_charge:R:1
O 1.021 -1.766 0.251 -0.546
C 1.089 -0.575 0.338 0.728
O 2.073 0.188 0.881 -0.660
C -0.103 0.345 -0.068 -0.046
N -1.126 -0.254 -0.614 -0.423
S -2.260 1.017 -1.068 0.133
H 2.630 -0.561 1.131 0.495
H 0.071 1.378 0.086 0.185
H -3.396 0.227 -0.935 0.134
```

*y*
A cluster of 2 separate species, C2H3NO2S in total. Source: the Open Molecules 2025 dataset; level of theory: ωB97M-V/def2-TZVPD.

## Properties
spin multiplicity	1
HOMO energy	-8.1	eV
total charge	0

XYZ file:
```
9
Properties=species:S:1:pos:R:3:nbo_charge:R:1
C 2.028 0.300 0.364 0.169
C -1.707 -0.056 -0.711 -0.441
N 1.101 -0.184 0.796 -0.352
O -1.265 -1.410 -1.103 -0.662
O -1.209 -1.445 1.366 -0.905
S -2.266 -1.441 0.146 1.281
H 2.904 0.739 -0.101 0.245
H -2.632 0.257 -1.306 0.133
H -0.454 -0.768 1.107 0.532
```

*z*
An isolated molecule of C2H3NO2S. Source: the Open Molecules 2025 dataset; level of theory: ωB97M-V/def2-TZVPD.

## Properties
spin multiplicity	1
HOMO energy	-9.8	eV
total charge	0
SMILES string	C=CS[N+](=O)[O-]

XYZ file:
```
9
Properties=species:S:1:pos:R:3:nbo_charge:R:1
C 0.704 -0.261 0.615 -0.389
C -0.471 0.075 0.162 -0.300
S -1.701 0.316 1.524 0.334
N -3.102 1.163 0.953 0.431
O -3.110 1.627 -0.120 -0.354
O -3.917 1.242 1.821 -0.372
H 1.488 -0.563 -0.067 0.225
H 0.767 -0.263 1.607 0.196
H -0.881 0.080 -0.805 0.229
```

Going by the computed energies, the most stable comes first: *x*, *w*, *z*, *y*.

*w*
An isolated molecule of C2H3NO2S. Source: the Open Molecules 2025 dataset; level of theory: ωB97M-V/def2-TZVPD.

## Properties
spin multiplicity	1
HOMO energy	-9.6	eV
total charge	0

XYZ file:
```
9
Properties=species:S:1:pos:R:3:nbo_charge:R:1
C -0.722 0.601 -1.146 0.333
C -0.139 0.109 1.056 -0.220
N 1.659 0.328 -0.986 -0.783
O 0.801 -2.030 -0.342 -0.959
O -1.006 0.418 0.025 -0.412
S 1.405 -0.719 0.021 1.444
H -1.583 1.001 -1.638 0.136
H 0.096 1.068 1.552 0.233
H -0.511 -0.776 1.458 0.227
```

*x*
An isolated molecule of C2H3NO2S. Source: the Open Molecules 2025 dataset; level of theory: ωB97M-V/def2-TZVPD.

## Properties
spin multiplicity	1
HOMO energy	-9.8	eV
total charge	0
SMILES string	O=CN(O)C=S

XYZ file:
```
9
Properties=species:S:1:pos:R:3:nbo_charge:R:1
O 0.980 -1.946 -1.012 -0.513
C 0.691 -0.766 -0.925 0.500
N -0.020 -0.213 0.089 -0.147
O -0.409 -1.058 1.051 -0.485
C -0.317 1.101 0.155 -0.099
S -1.194 1.750 1.411 -0.104
H 1.098 -0.084 -1.701 0.141
H -0.906 -0.457 1.620 0.485
H 0.076 1.673 -0.687 0.222
```

*y*
An isolated molecule of C2H3NO2S. Source: the Open Molecules 2025 dataset; level of theory: ωB97M-V/def2-TZVPD.

## Properties
spin multiplicity	1
HOMO energy	-9.0	eV
total charge	0
SMILES string	O=CONC=S

XYZ file:
```
9
Properties=species:S:1:pos:R:3:nbo_charge:R:1
O 0.696 -2.570 -0.483 -0.569
C 0.160 -2.287 0.577 0.627
O -0.195 -1.089 1.022 -0.323
N 0.208 -0.010 0.231 -0.298
C -0.317 1.212 0.325 -0.098
S -0.269 2.356 -0.833 -0.092
H -0.166 -3.038 1.294 0.143
H 0.734 -0.241 -0.579 0.413
H -0.783 1.366 1.276 0.198
```

*z*
An isolated molecule of C2H3NO2S. Source: the Open Molecules 2025 dataset; level of theory: ωB97M-V/def2-TZVPD.

## Properties
spin multiplicity	1
HOMO energy (alpha / beta)	-8.3 / -8.3	eV
total charge	0

XYZ file:
```
9
Properties=species:S:1:pos:R:3:nbo_charge:R:1
C -0.686 -0.416 -0.333 -0.072
C 0.595 0.289 -0.687 -0.088
N -0.911 -0.586 0.875 0.190
O -1.552 -1.049 1.814 -0.291
O 1.453 0.373 0.352 -0.610
S 0.973 1.287 1.675 0.201
H -1.217 -0.723 -1.336 0.252
H 1.001 -0.482 -1.362 0.210
H 0.344 1.307 -0.997 0.207
```

Going by the computed energies, the most stable comes first: *x*, *y*, *z*, *w*.